13 unconnected molecules or ions with the total composition C52H78O39 in a non-equilibrium geometry. Source: OMol25; level of theory: ωB97M-V/def2-TZVPD.

Calculated values
- Net charge: 0
- Energy relative to the best compared isomer or geometry (same formula, charge and spin): 2.9756 eV

Each atom is followed by the atoms it is bonded to, with distances in Å.
Cartesian coordinates (Å):
1 O -3.9847 -3.3946 3.4528  C60 1.469, C81 1.350
2 O -1.6969 -0.9951 4.5337  C45 1.331, C69 1.451
3 O -0.8899 -2.0438 2.7001  C45 1.211
4 O 2.9409 0.7856 1.0245  C41 1.182
5 O 0.5209 -3.5343 -2.5482  C64 1.198
6 O 6.1108 -1.2622 0.8911  C57 1.210
7 O 3.3438 -4.2430 1.2408  C51 1.368, C61 1.466
8 O -0.2673 4.6427 2.3603  C65 1.507, C77 1.320
9 O -0.3202 -0.3816 -3.5655  C74 1.408, C75 1.309
10 O 0.6640 2.6084 -3.9261  C56 1.459, C86 1.327
11 O -1.2553 -4.7220 -1.8523  C64 1.340, C80 1.459
12 O -4.9006 1.6843 0.8363  C47 1.189
13 O -0.5151 2.9860 3.9137  C77 1.189
14 O -5.2095 -0.0177 -0.5908  C47 1.300, C85 1.515
15 O -2.3881 0.0229 -0.3762  C50 1.465, C78 1.330
16 O 3.7078 1.0930 3.0689  C41 1.343, C68 1.396
17 O 3.1715 0.9761 -1.8423  C40 1.359, C89 1.471
18 O -4.6366 1.9475 -1.4054  C47 1.404, C52 1.448
19 O 3.0984 -4.1231 3.4493  C51 1.182
20 O 3.7587 2.7953 -0.7059  C40 1.344, C72 1.539
21 O -0.7466 -1.1263 -5.5782  C70 1.464, C75 1.307
22 O -2.6050 -0.5840 2.5461  C45 1.363, C63 1.460
23 O -5.7263 -2.4597 2.4904  C59 1.414, C81 1.328
24 O -0.6932 -1.4200 -0.4314  C76 1.452, C78 1.322
25 O -1.5327 -3.1748 -3.4114  C64 1.349, C87 1.442
26 O -0.4938 6.9780 -1.7084  C90 1.200
27 O 4.9692 -1.8402 2.7267  C57 1.291, C84 1.478
28 O 1.3355 -3.6766 2.0993  C51 1.353, C54 1.472
29 O -2.7510 -2.1126 -0.6927  C78 1.168
30 O 1.3278 3.1223 2.7487  C46 1.454, C77 1.375
31 O 1.7271 0.0337 2.7997  C41 1.377, C43 1.532
32 O -1.2679 4.9444 -1.0960  C42 1.447, C90 1.416
33 O -2.4072 -0.4672 -4.2913  C75 1.200
34 O -1.5658 2.6636 -3.6949  C86 1.208
35 O 6.9159 -2.7412 2.3383  C57 1.339, C91 1.458
36 O -5.5400 -2.3423 4.7144  C81 1.197
37 O -2.5077 6.3509 -2.4186  C62 1.496, C90 1.302
38 O -0.2757 4.5886 -3.7167  C73 1.443, C86 1.382
39 O 1.5659 2.4521 -1.0399  C40 1.234
40 C 2.7271 2.0457 -1.1314  O17 1.359, O20 1.344, O39 1.234
41 C 2.8155 0.6130 2.1868  O4 1.182, O16 1.343, O31 1.377
42 C -2.5486 4.2710 -1.1230  O32 1.447, C62 1.589, C88 1.507, H108 1.074
43 C 1.9785 0.1714 4.3049  O31 1.532, C68 1.480, C82 1.482, H121 1.066
44 C 0.9664 6.5488 1.5451  C65 1.511, H100 1.094, H133 1.063, H161 1.076
45 C -1.6184 -1.2322 3.2268  O2 1.331, O3 1.211, O22 1.363
46 C 2.0198 4.2446 2.1359  O30 1.454, C65 1.547, H93 1.062, H168 1.130
47 C -4.9071 1.1990 -0.2489  O12 1.189, O14 1.300, O18 1.404
48 C 7.4269 -4.1481 4.2958  C91 1.515, H97 1.118, H110 1.118, H134 1.123
49 C 1.4978 -0.5676 -6.5178  C70 1.541, H111 1.111, H117 1.040, H164 1.072
50 C -1.1719 0.8375 -0.4382  O15 1.465, C53 1.529, C76 1.507, H106 1.058
51 C 2.6122 -4.0272 2.3761  O7 1.368, O19 1.182, O28 1.353
52 C -4.7465 1.1518 -2.6105  O18 1.448, C85 1.566, H114 1.083, H128 1.073
53 C -1.0244 1.7338 0.7913  C50 1.529, H95 1.068, H140 1.061, H166 1.087
54 C 1.2220 -3.4978 0.6426  O28 1.472, C61 1.491, H123 1.123, H156 1.090
55 C -4.0170 -5.1848 1.8698  C60 1.601, H94 1.127, H105 1.066, H136 1.081
56 C 1.7709 3.5561 -3.9943  O10 1.459, C71 1.481, C73 1.525, H130 1.098
57 C 5.9748 -1.8853 1.9190  O6 1.210, O27 1.291, O35 1.339
58 C -6.3724 -0.8937 -2.6114  C85 1.527, H131 1.078, H139 1.077, H163 1.164
59 C -4.9125 -2.7325 1.3665  O23 1.414, C60 1.520, H122 1.124, H167 1.059
60 C -3.8389 -3.5993 2.0050  O1 1.469, C55 1.601, C59 1.520, H137 1.129
61 C 2.3993 -4.2489 0.1192  O7 1.466, C54 1.491, C83 1.520, H125 1.082
62 C -3.3122 5.1022 -2.2414  O37 1.496, C42 1.589, H141 1.047, H143 1.114
63 C -3.2366 0.3702 3.4532  O22 1.460, C69 1.520, H104 1.157, H129 1.128
64 C -0.6446 -3.8043 -2.6146  O5 1.198, O11 1.340, O25 1.349
65 C 0.8769 5.0429 1.4643  O8 1.507, C44 1.511, C46 1.547, H103 1.044
66 C 6.1363 2.2279 0.1021  C72 1.538, H112 1.105, H142 1.054, H151 1.099
67 C -2.8609 0.9783 5.7530  C69 1.551, H138 1.125, H145 1.108, H158 1.131
68 C 3.2239 0.9687 4.3727  O16 1.396, C43 1.480, H96 1.118, H150 1.058
69 C -2.9112 -0.2473 4.8034  O2 1.451, C63 1.520, C67 1.551, H99 1.122
70 C 0.6998 -1.2805 -5.4094  O21 1.464, C49 1.541, C74 1.527, H116 1.110
71 C 2.2097 3.7128 -5.4005  C56 1.481, H118 1.113, H153 1.109, H169 1.108
72 C 5.1091 2.1362 -1.0395  O20 1.539, C66 1.538, C89 1.486, H159 1.065
73 C 1.1192 4.8080 -3.4180  O38 1.443, C56 1.525, H124 1.073, H157 1.145
74 C 0.9666 -0.7509 -4.0024  O9 1.408, C70 1.527, H115 1.076, H148 1.103
75 C -1.2361 -0.6709 -4.4550  O9 1.309, O21 1.307, O33 1.200
76 C -0.0341 -0.1373 -0.5981  O24 1.452, C50 1.507, H152 1.094, H165 1.117
77 C 0.0691 3.5777 3.0637  O8 1.320, O13 1.189, O30 1.375
78 C -2.0041 -1.2487 -0.4479  O15 1.330, O24 1.322, O29 1.168
79 C -2.7459 -4.7347 -4.7998  C87 1.550, H127 1.087, H132 1.139, H154 1.067
80 C -2.6581 -4.7791 -2.2499  O11 1.459, C87 1.485, H101 1.092, H147 1.082
81 C -5.1126 -2.6781 3.6479  O1 1.350, O23 1.328, O36 1.197
82 C 1.9679 -1.1791 4.9153  C43 1.482, H113 1.099, H155 1.127, H162 1.069
83 C 1.9713 -5.6684 -0.2153  C61 1.520, H98 1.074, H119 1.086, H149 1.108
84 C 5.3964 -2.5048 3.9760  O27 1.478, C91 1.516, H92 1.096, H146 1.091
85 C -5.0795 -0.2822 -2.0774  O14 1.515, C52 1.566, C58 1.527, H120 1.080
86 C -0.5032 3.2283 -3.8024  O10 1.327, O34 1.208, O38 1.382
87 C -2.7548 -3.9388 -3.4701  O25 1.442, C79 1.550, C80 1.485, H144 1.066
88 C -3.1370 4.3062 0.2638  C42 1.507, H102 1.111, H107 1.073, H135 1.015
89 C 4.5645 0.8023 -1.4025  O17 1.471, C72 1.486, H109 1.055, H160 1.064
90 C -1.3883 6.1810 -1.7756  O26 1.200, O32 1.416, O37 1.302
91 C 6.3510 -3.5421 3.4173  O35 1.458, C48 1.515, C84 1.516, H126 1.136
92 H 4.5080 -2.9248 4.4609  C84 1.096
93 H 2.6454 4.8516 2.7434  C46 1.062
94 H -4.1992 -5.3223 0.7658  C55 1.127
95 H -0.1771 1.5539 1.4155  C53 1.068
96 H 3.0445 1.9286 4.9163  C68 1.118
97 H 6.8801 -4.6745 5.1162  C48 1.118
98 H 1.2904 -5.6212 -1.0439  C83 1.074
99 H -3.6146 -1.0849 5.0559  C69 1.122
100 H 1.4438 6.7208 2.5141  C44 1.094
101 H -3.2311 -4.3670 -1.4169  C80 1.092
102 H -2.2433 4.2532 0.9222  C88 1.111
103 H 0.5904 4.6073 0.5594  C65 1.044
104 H -2.6200 1.3369 3.2982  C63 1.157
105 H -4.9003 -5.4879 2.3847  C55 1.066
106 H -1.1301 1.3207 -1.3783  C50 1.058
107 H -3.7016 5.1670 0.5681  C88 1.073
108 H -2.3803 3.2451 -1.3911  C42 1.074
109 H 4.4333 0.0773 -0.6479  C89 1.055
110 H 8.0835 -4.7898 3.6574  C48 1.118
111 H 1.4539 -1.0583 -7.5134  C49 1.111
112 H 6.2413 1.3033 0.6978  C66 1.105
113 H 2.5026 -1.1426 5.8745  C82 1.099
114 H -5.4841 1.5955 -3.2674  C52 1.083
115 H 1.3109 -1.5308 -3.3466  C74 1.076
116 H 0.8875 -2.3685 -5.2948  C70 1.110
117 H 2.5082 -0.5624 -6.2706  C49 1.040
118 H 1.4121 4.1371 -6.0499  C71 1.113
119 H 1.5601 -6.2022 0.6364  C83 1.086
120 H -4.1714 -0.8614 -2.1515  C85 1.080
121 H 1.2264 0.7819 4.7500  C43 1.066
122 H -5.4941 -3.2970 0.5875  C59 1.124
123 H 0.2420 -3.9704 0.3633  C54 1.123
124 H 1.4221 5.7730 -3.7748  C73 1.073
125 H 2.9318 -3.8473 -0.7333  C61 1.082
126 H 5.7938 -4.3748 2.8822  C91 1.136
127 H -3.6991 -5.2208 -4.9942  C79 1.087
128 H -3.8507 1.0801 -3.1961  C52 1.073
129 H -4.3326 0.4660 3.2062  C63 1.128
130 H 2.5596 3.0695 -3.4046  C56 1.098
131 H -6.3898 -0.9415 -3.6885  C58 1.078
132 H -1.7867 -5.3485 -4.7837  C79 1.139
133 H 0.0247 7.0158 1.3838  C44 1.063
134 H 8.0028 -3.2710 4.6965  C48 1.123
135 H -3.6715 3.4742 0.4911  C88 1.015
136 H -3.1588 -5.7285 2.2399  C55 1.081
137 H -2.7880 -3.2657 1.7627  C60 1.129
138 H -2.6367 0.7206 6.8254  C67 1.125
139 H -6.6061 -1.8940 -2.2878  C58 1.077
140 H -0.8332 2.6939 0.3825  C53 1.061
141 H -3.2136 4.5470 -3.1238  C62 1.047
142 H 7.1012 2.3866 -0.2904  C66 1.054
143 H -4.3411 5.5035 -2.0982  C62 1.114
144 H -3.4934 -3.1757 -3.3791  C87 1.066
145 H -2.1373 1.7625 5.4556  C67 1.108
146 H 5.8878 -1.8030 4.6512  C84 1.091
147 H -2.9420 -5.8002 -2.4678  C80 1.082
148 H 1.5914 0.1576 -3.9926  C74 1.103
149 H 2.8415 -6.2515 -0.5774  C83 1.108
150 H 3.9556 0.4078 4.8915  C68 1.058
151 H 5.8852 3.0971 0.7264  C66 1.099
152 H 0.6927 -0.1238 0.2188  C76 1.094
153 H 2.4934 2.7254 -5.8175  C71 1.109
154 H -2.5991 -4.0094 -5.5692  C79 1.067
155 H 0.9611 -1.6230 5.1587  C82 1.127
156 H 1.2138 -2.4491 0.3467  C54 1.090
157 H 1.1850 4.7726 -2.2754  C73 1.145
158 H -3.8640 1.4947 5.8345  C67 1.131
159 H 5.4458 2.7266 -1.8600  C72 1.065
160 H 5.0932 0.2963 -2.1747  C89 1.064
161 H 1.7437 6.9013 0.8897  C44 1.076
162 H 2.4717 -1.9315 4.3480  C82 1.069
163 H -7.1806 -0.1372 -2.2512  C58 1.164
164 H 0.9911 0.3667 -6.6559  C49 1.072
165 H 0.5447 -0.0971 -1.5531  C76 1.117
166 H -1.9831 1.7559 1.3030  C53 1.087
167 H -4.4975 -1.8735 0.9077  C59 1.059
168 H 2.7808 3.8048 1.4255  C46 1.130
169 H 3.1967 4.1902 -5.5587  C71 1.108